one:
{"formula": "C14H56N28O14", "method": "the ωB97M-V functional and the def2-TZVPD basis", "symbols": ["C", "O", "N", "N", "H", "H", "H", "H", "C", "O", "N", "N", "H", "H", "H", "H", "C", "O", "N", "N", "H", "H", "H", "H", "C", "O", "N", "N", "H", "H", "H", "H", "C", "O", "N", "N", "H", "H", "H", "H", "C", "O", "N", "N", "H", "H", "H", "H", "C", "O", "N", "N", "H", "H", "H", "H", "C", "O", "N", "N", "H", "H", "H", "H", "C", "O", "N", "N", "H", "H", "H", "H", "C", "O", "N", "N", "H", "H", "H", "H", "C", "O", "N", "N", "H", "H", "H", "H", "C", "O", "N", "N", "H", "H", "H", "H", "C", "O", "N", "N", "H", "H", "H", "H", "C", "O", "N", "N", "H", "H", "H", "H"], "xyz": [[-2.80, -5.04, 1.77], [-1.93, -5.88, 1.95], [-2.65, -4.16, 0.76], [-3.89, -4.77, 2.51], [-1.68, -4.16, 0.46], [-3.15, -3.29, 0.70], [-4.58, -4.09, 2.21], [-4.27, -5.45, 3.15], [-2.38, -2.91, -2.64], [-2.23, -2.44, -1.50], [-2.40, -4.20, -3.00], [-2.60, -2.16, -3.73], [-2.36, -4.82, -2.20], [-2.25, -4.46, -3.96], [-2.90, -2.60, -4.58], [-2.96, -1.24, -3.50], [1.57, 3.33, 3.72], [0.70, 2.47, 3.43], [2.48, 3.18, 4.67], [1.52, 4.61, 3.32], [2.95, 3.99, 5.03], [2.35, 2.35, 5.22], [2.29, 5.22, 3.54], [0.70, 5.02, 2.90], [3.94, 1.00, 2.35], [4.02, 1.75, 1.38], [2.87, 0.18, 2.53], [4.88, 0.80, 3.28], [2.11, 0.26, 1.87], [2.49, -0.01, 3.44], [5.50, 1.57, 3.44], [4.85, 0.05, 3.95], [-4.63, -1.16, 0.18], [-4.89, -2.29, 0.57], [-4.91, -0.68, -1.05], [-3.94, -0.21, 0.93], [-5.24, -1.32, -1.75], [-4.72, 0.31, -1.18], [-3.58, 0.58, 0.40], [-3.26, -0.59, 1.59], [-2.69, 3.06, 2.22], [-3.83, 2.69, 2.02], [-2.26, 4.25, 2.72], [-1.63, 2.28, 1.93], [-2.98, 4.91, 2.96], [-1.31, 4.26, 3.05], [-1.96, 1.37, 1.65], [-0.66, 2.45, 2.20], [3.24, 2.25, -3.56], [2.79, 3.38, -3.44], [2.54, 1.13, -3.25], [4.42, 1.88, -4.09], [2.96, 0.21, -3.11], [1.56, 1.20, -3.05], [5.12, 2.57, -4.31], [4.44, 0.89, -4.22], [-2.07, -1.21, 3.89], [-1.88, -0.73, 2.74], [-2.86, -2.25, 4.04], [-1.47, -0.73, 4.98], [-3.26, -2.65, 3.20], [-3.12, -2.56, 4.96], [-1.04, 0.18, 4.86], [-1.67, -0.89, 5.95], [-3.53, 2.10, -2.35], [-3.80, 1.87, -1.17], [-2.56, 1.41, -2.99], [-4.06, 3.04, -3.16], [-2.12, 1.72, -3.84], [-2.23, 0.55, -2.58], [-3.67, 3.32, -4.04], [-4.82, 3.54, -2.72], [3.64, -2.17, -2.17], [4.17, -1.28, -2.86], [2.48, -1.97, -1.55], [4.26, -3.28, -1.74], [1.99, -2.64, -0.98], [2.01, -1.07, -1.55], [3.82, -3.73, -0.96], [5.21, -3.30, -2.08], [1.37, -3.99, 1.09], [2.29, -4.09, 0.27], [0.62, -5.02, 1.50], [1.12, -2.81, 1.70], [0.70, -5.94, 1.12], [0.01, -4.82, 2.28], [0.22, -2.62, 2.11], [1.68, -2.00, 1.48], [0.09, 0.08, -0.59], [0.51, 0.07, -1.75], [-0.89, -0.69, -0.06], [0.58, 0.84, 0.42], [-1.45, -1.31, -0.65], [-0.99, -0.65, 0.94], [-0.08, 0.89, 1.17], [1.30, 1.52, 0.24], [0.59, -1.33, -5.88], [0.05, -1.82, -6.89], [1.89, -0.96, -5.85], [-0.06, -0.95, -4.77], [2.13, -0.34, -5.10], [2.56, -1.34, -6.50], [-1.06, -0.90, -4.74], [0.51, -0.41, -4.15], [3.73, 5.54, 0.83], [4.63, 5.68, 1.65], [3.12, 4.38, 0.50], [3.59, 6.53, -0.09], [3.44, 3.50, 0.87], [2.29, 4.44, -0.06], [4.27, 7.23, 0.15], [3.07, 6.49, -0.95]], "lumo_ev": -0.2}

two:
{"formula": "C14H56N28O14", "method": "the ωB97M-V functional and the def2-TZVPD basis", "symbols": ["C", "O", "N", "N", "H", "H", "H", "H", "C", "O", "N", "N", "H", "H", "H", "H", "C", "O", "N", "N", "H", "H", "H", "H", "C", "O", "N", "N", "H", "H", "H", "H", "C", "O", "N", "N", "H", "H", "H", "H", "C", "O", "N", "N", "H", "H", "H", "H", "C", "O", "N", "N", "H", "H", "H", "H", "C", "O", "N", "N", "H", "H", "H", "H", "C", "O", "N", "N", "H", "H", "H", "H", "C", "O", "N", "N", "H", "H", "H", "H", "C", "O", "N", "N", "H", "H", "H", "H", "C", "O", "N", "N", "H", "H", "H", "H", "C", "O", "N", "N", "H", "H", "H", "H", "C", "O", "N", "N", "H", "H", "H", "H"], "xyz": [[2.63, 3.12, -4.77], [2.96, 1.94, -4.88], [3.19, 4.05, -5.58], [1.66, 3.62, -3.97], [3.73, 3.65, -6.33], [3.06, 5.03, -5.43], [1.30, 4.54, -4.10], [1.28, 2.93, -3.34], [-3.25, 2.96, 1.49], [-4.03, 3.74, 0.97], [-2.70, 1.88, 0.85], [-2.81, 3.03, 2.79], [-2.06, 1.20, 1.22], [-3.02, 1.82, -0.10], [-2.14, 2.34, 3.08], [-3.00, 3.79, 3.41], [-0.92, -4.94, -2.13], [-1.11, -4.06, -1.31], [-1.91, -5.63, -2.74], [0.35, -5.23, -2.58], [-1.69, -6.27, -3.48], [-2.81, -5.19, -2.80], [0.69, -6.09, -2.96], [0.93, -4.46, -2.26], [1.81, -1.14, 5.07], [1.47, -2.31, 5.01], [2.56, -0.59, 6.05], [1.42, -0.20, 4.14], [2.17, 0.27, 6.39], [3.00, -1.26, 6.66], [1.78, 0.74, 4.21], [0.67, -0.50, 3.55], [4.69, 1.22, -0.09], [4.69, 0.97, -1.29], [5.77, 0.98, 0.67], [3.65, 1.84, 0.50], [6.56, 0.57, 0.19], [5.88, 1.10, 1.66], [2.88, 2.22, -0.03], [3.51, 2.05, 1.48], [-1.96, 5.07, -2.24], [-3.04, 5.20, -2.79], [-1.41, 6.01, -1.41], [-1.08, 4.05, -2.45], [-0.58, 5.93, -0.88], [-1.92, 6.88, -1.40], [-1.56, 3.25, -2.85], [-0.51, 3.97, -1.61], [-2.44, -0.51, 4.92], [-1.78, -0.69, 5.95], [-3.66, 0.08, 4.99], [-2.11, -0.90, 3.66], [-4.28, 0.08, 4.19], [-3.79, 0.40, 5.94], [-1.20, -1.25, 3.45], [-2.78, -0.55, 3.01], [-1.44, -3.98, 2.45], [-2.59, -4.44, 2.40], [-0.75, -3.52, 1.40], [-0.75, -3.83, 3.63], [0.17, -3.21, 1.69], [-1.05, -3.67, 0.44], [-1.32, -4.08, 4.43], [0.07, -3.29, 3.84], [-5.18, -1.26, 1.19], [-4.59, -0.95, 2.22], [-6.54, -1.40, 1.13], [-4.55, -1.41, 0.01], [-6.94, -1.71, 2.00], [-6.96, -1.86, 0.34], [-5.08, -1.77, -0.76], [-3.55, -1.53, 0.01], [2.45, -1.51, -2.66], [1.61, -2.43, -2.51], [3.67, -1.54, -2.06], [2.14, -0.27, -3.08], [4.05, -0.61, -1.91], [3.75, -2.31, -1.42], [1.35, -0.15, -3.70], [2.88, 0.42, -3.05], [-0.10, 0.06, -0.10], [-0.26, 0.27, 1.12], [0.27, 0.95, -1.06], [-0.39, -1.12, -0.67], [0.32, 0.52, -1.97], [0.23, 1.94, -0.90], [-0.99, -1.69, -0.10], [0.17, -1.54, -1.41], [0.36, 4.00, 1.13], [0.83, 3.62, 0.04], [0.34, 3.22, 2.21], [0.02, 5.29, 1.31], [0.00, 3.54, 3.09], [0.60, 2.25, 2.04], [-0.29, 5.59, 2.22], [0.27, 5.93, 0.60], [-0.67, -1.63, -5.44], [-0.14, -0.52, -5.34], [-0.26, -2.70, -4.75], [-1.76, -1.88, -6.21], [0.32, -2.62, -3.92], [-0.90, -3.47, -4.74], [-2.25, -1.20, -6.78], [-2.02, -2.78, -6.58], [2.93, -2.35, 1.35], [2.13, -3.17, 1.80], [2.83, -1.01, 1.58], [4.06, -2.79, 0.73], [3.63, -0.42, 1.47], [2.13, -0.73, 2.25], [4.85, -2.17, 0.70], [4.16, -3.78, 0.63]], "lumo_ev": -0.3}

Name the least stable of them. one.

one:
{"formula": "H4N2O2P", "method": "the ωB97M-V functional and the def2-TZVPD basis", "symbols": ["N", "N", "O", "O", "P", "H", "H", "H", "H"], "xyz": [[-1.03, 0.88, 0.14], [0.26, -0.46, 2.10], [-0.47, -1.74, -0.27], [1.15, 0.17, -1.85], [-0.46, -0.52, 0.66], [-1.42, 0.68, -0.73], [0.98, 0.97, -1.26], [0.53, -0.40, -1.15], [0.46, 0.41, 2.35]], "charge": -1, "lumo_ev": 4.3}

two:
{"formula": "H4N2O2P", "method": "the ωB97M-V functional and the def2-TZVPD basis", "symbols": ["N", "N", "O", "O", "P", "H", "H", "H", "H"], "xyz": [[-0.89, 0.27, -0.04], [-0.01, -0.74, 0.26], [1.51, 1.41, -0.18], [2.80, -0.73, -0.32], [1.67, 0.00, 0.32], [-0.45, 1.16, 0.02], [-1.80, 0.24, 0.48], [0.16, -1.78, -1.11], [1.62, -0.27, 1.65]], "charge": -1, "lumo_ev": [4.5, 4.5]}

three:
{"formula": "H4N2O2P", "method": "the ωB97M-V functional and the def2-TZVPD basis", "symbols": ["N", "N", "O", "O", "P", "H", "H", "H", "H"], "xyz": [[-2.77, 0.81, -0.60], [-1.50, 0.60, -0.37], [0.82, 0.15, 0.11], [2.97, -1.06, 0.27], [-0.51, -0.53, 0.39], [-3.24, 0.07, -0.18], [2.01, -0.53, 0.27], [-0.91, 1.20, -1.04], [3.14, -0.71, 1.13]], "charge": -1, "lumo_ev": [4.7, 4.7]}

Name the least stable of them. two.

one:
{"formula": "C6H12N2OS", "method": "the ωB97M-V functional and the def2-TZVPD basis", "symbols": ["C", "C", "C", "C", "C", "C", "N", "N", "O", "S", "H", "H", "H", "H", "H", "H", "H", "H", "H", "H", "H", "H"], "xyz": [[-0.67, 0.21, 0.07], [-1.25, 1.67, -0.14], [1.76, 0.95, -0.68], [1.00, -1.54, -0.90], [1.25, -0.43, 1.35], [0.82, -0.14, -0.09], [-1.49, -0.69, 0.25], [-2.68, 1.84, -0.06], [-3.91, -1.01, -0.47], [-3.12, -0.30, 0.46], [-0.78, 2.30, 0.61], [-1.03, 1.93, -1.28], [2.72, 0.42, -1.18], [1.19, 1.39, -1.58], [2.18, 1.59, 0.10], [0.08, -1.96, -1.21], [1.58, -2.29, -0.28], [1.59, -1.56, -1.87], [2.29, -0.22, 1.51], [0.84, -1.34, 1.72], [0.73, 0.31, 2.01], [-3.10, -1.13, 1.66]], "lumo_ev": [-0.9, -0.6]}

two:
{"formula": "C6H12N2OS", "method": "the ωB97M-V functional and the def2-TZVPD basis", "symbols": ["C", "C", "C", "C", "C", "C", "N", "N", "O", "S", "H", "H", "H", "H", "H", "H", "H", "H", "H", "H", "H", "H"], "xyz": [[0.86, 2.05, -0.27], [-0.32, 0.36, 0.90], [0.33, -0.21, -1.06], [1.50, -1.18, -0.93], [-0.94, -0.52, -1.91], [-1.10, -0.92, 2.61], [0.20, 1.57, 0.80], [0.75, 1.14, -1.25], [-0.02, -0.31, 2.06], [1.45, 3.65, -0.33], [-1.47, 0.30, 0.60], [2.35, -0.89, -1.55], [1.20, -2.21, -1.22], [1.83, -1.35, 0.08], [-0.90, -0.81, -2.92], [-1.52, 0.50, -1.92], [-1.57, -1.25, -1.39], [-1.04, -1.97, 2.32], [-1.96, -0.56, 2.25], [-1.06, -0.79, 3.67], [0.45, 1.90, 1.69], [0.99, 1.48, -2.22]], "lumo_ev": 0.7}

Name the least stable of them. one.

one:
{"formula": "C3H5N3S", "method": "the ωB97M-V functional and the def2-TZVPD basis", "symbols": ["C", "C", "C", "N", "N", "N", "S", "H", "H", "H", "H", "H"], "xyz": [[-1.54, 1.36, 0.06], [-0.92, -1.33, 0.17], [0.64, 0.59, 0.03], [-0.33, 1.47, 0.09], [2.72, -0.23, -0.52], [1.83, 0.49, -0.08], [-2.27, -0.37, -0.20], [-2.10, 2.29, 0.03], [-0.48, -1.71, -0.69], [-1.12, -2.32, 0.81], [-0.14, -0.49, 0.74], [3.72, 0.27, -0.44]], "lumo_ev": [0.2, 0.2]}

two:
{"formula": "C3H5N3S", "method": "the ωB97M-V functional and the def2-TZVPD basis", "symbols": ["H", "N", "C", "N", "C", "S", "C", "N", "H", "H", "H", "H"], "xyz": [[1.85, 1.21, 0.12], [1.14, 1.91, 0.13], [-0.06, 1.39, -0.08], [-0.48, 0.03, -0.22], [-1.72, -0.46, 0.14], [-3.12, 0.32, -0.02], [0.58, -1.00, -0.13], [1.80, -0.59, 0.03], [2.32, -1.41, -0.15], [-0.83, 2.17, -0.41], [-1.67, -1.61, 0.60], [0.20, -1.97, -0.02]], "smiles": "[H]/N=C\\N(C=S)/C=N/[H]", "lumo_ev": -0.4}

Name the least stable of them. one.